Entry 1:
{"formula": "C41H59F2N2O6", "method": "ωB97M-V with the def2-TZVPD basis set", "lumo_energy_ev": -3.50, "homo_lumo_gap_ev": 7.7, "charge": 1, "total_energy_ha": -2357.5801, "species": ["F", "F", "O", "O", "O", "O", "O", "O", "N", "N", "C", "C", "C", "C", "C", "C", "C", "C", "C", "C", "C", "C", "C", "C", "C", "C", "C", "C", "C", "C", "C", "C", "C", "C", "C", "C", "C", "C", "C", "C", "C", "C", "C", "C", "C", "C", "C", "C", "C", "C", "C", "H", "H", "H", "H", "H", "H", "H", "H", "H", "H", "H", "H", "H", "H", "H", "H", "H", "H", "H", "H", "H", "H", "H", "H", "H", "H", "H", "H", "H", "H", "H", "H", "H", "H", "H", "H", "H", "H", "H", "H", "H", "H", "H", "H", "H", "H", "H", "H", "H", "H", "H", "H", "H", "H", "H", "H", "H", "H", "H"], "coordinates": [[3.761, -3.178, -2.539], [-0.179, -1.183, 3.973], [4.970, 3.063, 3.959], [1.911, -1.977, 1.577], [-2.588, -2.246, -9.496], [-2.492, -0.604, -4.417], [-4.970, 1.361, 5.974], [6.109, 2.748, 0.230], [4.225, 2.363, 1.744], [1.222, 0.273, 2.659], [-3.790, -1.344, -7.692], [4.209, 3.369, 2.872], [-1.355, -0.801, -0.253], [-4.124, 1.928, 4.905], [-1.294, -1.836, -7.580], [2.795, 0.307, 0.633], [4.237, -0.410, 0.329], [1.093, -2.238, -7.497], [1.126, -1.771, -6.183], [2.269, -0.600, 1.938], [3.603, -2.682, -1.121], [-4.982, -1.283, -8.424], [0.853, -0.085, 4.090], [-4.952, -0.504, -5.743], [-5.291, 0.236, 3.053], [-1.266, -1.388, -6.260], [3.772, -3.460, 2.695], [-0.114, -2.271, -8.197], [-0.052, -1.350, -5.561], [2.873, 1.761, 1.457], [-0.894, 0.492, -1.147], [-6.153, -0.831, -7.814], [-6.140, -0.451, -6.472], [-4.978, 1.793, 3.495], [-4.044, -0.489, 2.268], [0.476, 1.251, -0.561], [4.675, -2.699, 3.877], [-2.560, -1.841, -8.340], [-4.154, 0.401, 6.769], [-3.771, -0.941, -6.358], [4.351, -1.207, -1.096], [0.095, 1.130, 4.915], [4.151, 4.276, -0.330], [1.832, 0.348, -0.692], [2.010, 1.581, 2.880], [-2.509, -0.955, -5.590], [3.352, 4.765, 2.936], [-3.550, 0.307, 0.911], [-3.028, -0.779, -0.248], [4.831, 3.084, 0.565], [2.216, -2.949, 2.632], [-5.001, -1.583, -9.470], [-3.932, 3.056, 5.167], [-1.012, -1.774, -0.805], [-4.427, 0.989, 0.535], [-6.225, 0.238, 2.315], [0.846, 1.763, 5.589], [2.009, -2.572, -7.979], [-0.130, -2.632, -9.224], [3.014, 4.479, -0.084], [-5.618, -0.372, 4.019], [-0.019, -0.991, -4.534], [5.512, -1.457, -1.232], [0.283, 0.335, 2.208], [-7.055, -0.107, -5.995], [1.562, -3.918, 2.388], [4.446, -1.220, 1.181], [-1.038, -0.771, 0.873], [-1.755, 1.310, -1.022], [-3.951, -0.569, 6.141], [-3.491, -1.831, -0.005], [1.511, -0.703, -1.108], [4.383, -3.335, 1.706], [5.169, 0.321, 0.377], [0.606, 2.200, -1.274], [4.794, 5.279, -0.304], [0.255, 1.685, 0.502], [-4.948, -0.201, -4.697], [1.409, 2.585, 2.934], [5.240, -1.779, 3.368], [-4.416, 2.392, 2.658], [3.962, -2.233, 4.690], [-0.491, 1.777, 4.135], [-4.374, -1.601, 1.997], [2.535, 4.717, 2.088], [-4.714, 0.068, 7.749], [3.756, -4.603, 3.024], [-3.417, -0.341, -1.287], [2.484, 0.846, -1.560], [3.093, -0.671, 2.799], [-3.141, 0.974, 7.024], [5.516, -3.389, 4.309], [2.068, -1.736, -5.640], [4.092, -0.539, -2.050], [-0.822, 0.283, -2.305], [-6.009, 2.338, 3.669], [-3.133, -0.568, 3.027], [2.292, 2.680, 0.989], [2.460, -2.649, -0.882], [4.088, 5.652, 2.629], [1.733, -0.517, 4.729], [-7.077, -0.777, -8.387], [-0.685, 0.600, 5.637], [-3.091, 1.342, 4.799], [4.117, -3.493, -0.451], [-2.675, 1.025, 1.249], [1.914, -2.631, 3.716], [2.660, 1.259, 3.828], [4.181, 3.922, -1.464], [2.868, 4.967, 3.985]], "lowdin_charge": [-0.158, -0.073, -0.001, -0.123, 0.105, 0.070, -0.264, -0.004, -0.023, -0.012, -0.084, -0.276, -0.192, -0.224, -0.082, -0.186, -0.108, -0.051, -0.056, -0.171, -0.115, 0.012, -0.216, 0.003, -0.204, -0.086, -0.196, 0.013, 0.000, -0.155, -0.193, -0.051, -0.055, -0.172, -0.222, -0.192, -0.128, -0.275, -0.115, -0.087, -0.157, -0.025, -0.031, -0.109, -0.043, -0.277, -0.022, -0.216, -0.183, -0.256, -0.179, 0.125, 0.132, 0.117, 0.116, 0.123, 0.123, 0.111, 0.125, 0.073, 0.120, 0.104, 0.139, 0.165, 0.109, 0.157, 0.105, 0.092, 0.119, 0.096, 0.109, 0.123, 0.090, 0.127, 0.126, 0.122, 0.089, 0.117, 0.155, 0.078, 0.104, 0.070, 0.097, 0.116, 0.070, 0.109, 0.129, 0.119, 0.136, 0.177, 0.096, 0.089, 0.106, 0.127, 0.117, 0.124, 0.098, 0.130, 0.108, 0.125, 0.177, 0.111, 0.111, 0.098, 0.118, 0.095, 0.115, 0.169, 0.111, 0.111]}

Entry 2:
{"formula": "C41H59N3O5Si4Ti", "method": "ωB97M-V with the def2-TZVPD basis set", "lumo_energy_ev": [4.34, 4.34], "de_lowest_kj_mol": 188.0, "homo_lumo_gap_ev": [5.1, 6.7], "multiplicity": 3, "charge": -2, "total_energy_ha": -4145.9338, "species": ["Ti", "Si", "Si", "Si", "Si", "O", "O", "O", "O", "O", "N", "N", "N", "C", "C", "C", "C", "C", "C", "C", "C", "C", "C", "C", "C", "C", "C", "C", "C", "C", "C", "C", "C", "C", "C", "C", "C", "C", "C", "C", "C", "C", "C", "C", "C", "C", "C", "C", "C", "C", "C", "C", "C", "C", "H", "H", "H", "H", "H", "H", "H", "H", "H", "H", "H", "H", "H", "H", "H", "H", "H", "H", "H", "H", "H", "H", "H", "H", "H", "H", "H", "H", "H", "H", "H", "H", "H", "H", "H", "H", "H", "H", "H", "H", "H", "H", "H", "H", "H", "H", "H", "H", "H", "H", "H", "H", "H", "H", "H", "H", "H", "H", "H"], "coordinates": [[0.122, -0.536, 0.166], [0.940, 0.458, -3.663], [-0.497, 2.869, 1.077], [2.497, 2.190, 0.595], [1.097, 1.234, 2.988], [-1.365, -0.128, -0.931], [1.675, -1.488, 0.514], [-2.462, -0.561, 4.111], [-1.329, -0.487, 1.631], [1.187, -0.430, 3.152], [1.256, -0.412, -2.237], [-0.670, -2.444, 0.301], [-2.011, -2.451, 0.683], [-5.933, -1.591, 2.116], [-3.541, -1.276, 2.081], [1.709, -1.133, 4.258], [2.255, -1.358, -2.499], [-0.642, 0.195, -4.666], [-2.058, 2.567, 2.106], [-3.597, -0.035, -1.676], [3.844, 0.892, 0.832], [-4.791, -0.857, 4.105], [-4.718, -1.630, 1.444], [3.113, -5.348, 0.317], [-0.191, 1.846, 4.218], [-3.836, 1.133, -0.895], [1.772, -5.088, 0.137], [4.632, -1.981, -2.576], [1.987, -2.627, -3.057], [-2.119, -1.996, -2.304], [4.334, -3.225, -3.130], [3.128, 3.778, 1.461], [3.623, -1.078, -2.267], [-5.911, 0.128, -2.450], [3.499, -2.988, 0.658], [2.136, -2.701, 0.446], [-4.689, -0.528, -2.445], [1.000, 2.345, -3.563], [-5.960, -1.206, 3.452], [-3.576, -0.883, 3.423], [3.972, -4.275, 0.586], [-2.233, -1.376, 1.378], [2.789, 2.709, -1.188], [-1.176, 3.300, -0.613], [0.853, 1.605, 1.200], [2.998, -3.538, -3.358], [-2.333, -0.671, -1.643], [2.620, 1.918, 3.903], [0.038, 4.574, 1.736], [-6.115, 1.288, -1.697], [1.269, -3.791, 0.202], [-5.058, 1.771, -0.911], [-0.164, -3.584, 0.180], [2.270, 0.072, -4.956], [-2.903, 3.067, 1.618], [-1.245, 2.430, -1.267], [-0.838, -4.437, 0.221], [-2.304, 1.503, 2.203], [-1.542, 0.442, -4.086], [4.176, -2.172, 0.873], [-3.030, 1.491, -0.264], [-1.956, 2.984, 3.114], [2.279, -0.994, -5.231], [1.407, -2.178, 4.175], [0.090, 2.786, -3.994], [-6.903, -1.167, 3.986], [-4.667, -1.922, 0.399], [5.668, -1.710, -2.385], [2.734, -4.504, -3.781], [-1.058, -2.216, -2.295], [4.780, 1.222, 0.365], [-7.076, 1.787, -1.702], [-2.660, -2.786, -1.765], [3.876, 2.798, -1.315], [1.089, 2.698, -2.541], [5.122, -3.938, -3.359], [0.169, 1.605, 5.229], [-0.603, 0.883, -5.523], [-1.195, 1.424, 4.106], [2.827, 1.265, 4.765], [-6.851, -1.853, 1.598], [0.956, -2.886, -3.278], [-4.792, -0.560, 5.149], [0.518, 4.484, 2.725], [3.500, -0.010, 0.325], [-0.844, 5.228, 1.842], [2.338, 3.686, -1.419], [2.404, 1.981, -1.909], [4.047, 0.618, 1.874], [-2.187, 3.709, -0.492], [-0.274, 2.941, 4.146], [1.339, -0.746, 5.219], [2.739, 3.912, 2.475], [-0.748, -0.828, -5.054], [3.543, 2.018, 3.325], [2.368, 2.912, 4.298], [3.272, 0.317, -4.573], [3.879, -0.113, -1.844], [5.032, -4.452, 0.734], [1.867, 2.723, -4.123], [2.805, -1.099, 4.277], [-6.724, -0.272, -3.048], [1.073, -5.899, -0.049], [-4.570, -1.429, -3.038], [2.091, 0.666, -5.864], [4.230, 3.766, 1.514], [-0.564, 4.063, -1.111], [-1.730, -0.448, 3.471], [2.831, 4.660, 0.873], [3.491, -6.360, 0.253], [-5.205, 2.655, -0.299], [0.755, 5.070, 1.065], [-2.465, -1.987, -3.337]], "lowdin_charge": [0.988, 0.363, 0.384, 0.377, 0.316, -0.226, -0.186, 0.050, -0.162, -0.285, -0.087, -0.066, 0.113, -0.101, -0.070, -0.154, -0.436, -0.189, -0.184, -0.181, -0.179, -0.027, -0.022, -0.119, -0.168, -0.027, -0.066, -0.115, -0.065, -0.044, -0.140, -0.208, -0.069, -0.131, -0.007, -0.307, -0.055, -0.193, -0.112, -0.266, -0.099, -0.424, -0.197, -0.179, -0.447, -0.117, -0.374, -0.176, -0.195, -0.136, -0.134, -0.101, -0.061, -0.184, 0.027, 0.017, 0.130, 0.016, 0.017, 0.110, 0.074, 0.013, 0.026, 0.080, 0.028, 0.089, 0.113, 0.090, 0.087, 0.052, 0.032, 0.075, 0.079, 0.039, -0.040, 0.078, 0.038, 0.018, 0.007, 0.025, 0.091, 0.099, 0.109, 0.016, -0.007, 0.029, 0.036, -0.025, 0.022, 0.026, 0.024, 0.076, -0.009, 0.019, 0.005, 0.030, 0.028, 0.093, 0.094, 0.036, 0.077, 0.083, 0.104, 0.090, 0.019, 0.030, 0.029, 0.075, 0.012, 0.082, 0.092, 0.012, 0.068]}